Record 1
14
Properties=species:S:1:pos:R:3 method="wB97M-V/def2-TZVPD" orbital_gap_ev=8.59 lumo_energy_ev=-1.7868 e_tot_ha=-639.898648
O 4.5525 -1.8464 1.3714
N 3.8515 -0.9965 1.8265
O 4.1253 -0.1868 2.7017
C 2.5678 -0.7491 1.3488
C 1.5209 -0.3319 0.9197
C 0.3181 0.2605 0.5479
C -0.0714 0.0790 -0.6913
C 0.6924 -0.7523 -1.4941
C 1.2373 -1.5267 -2.2129
N 1.9401 -2.5046 -2.9792
O 2.6699 -3.2779 -2.4223
O 1.6745 -2.4962 -4.1390
H -0.1089 0.9253 1.1846
H -0.8013 0.6348 -1.0831

Record 2
57
Properties=species:S:1:pos:R:3 method="wB97M-V/def2-TZVPD" orbital_gap_ev=9.74 lumo_energy_ev=0.2355 e_tot_ha=-1581.076255
N 0.9412 4.9907 18.3781
C 0.8674 4.8540 16.8762
N -0.4794 4.9397 16.4139
O 1.8569 4.6578 16.1787
H 1.7980 5.1622 18.8789
H 0.1134 5.4286 18.7988
H -1.2089 4.5354 16.9560
H -0.6536 4.8233 15.4019
N 2.0992 6.1344 13.6934
C 2.9308 7.1783 13.4185
N 2.8244 7.7614 12.0915
O 3.7565 7.6627 14.2422
H 1.7757 5.6825 12.8777
H 2.0170 5.6217 14.5837
H 3.7595 7.9465 11.7213
H 2.3840 7.1718 11.3720
N -1.1945 5.7618 12.2811
C -1.3446 4.8307 11.1956
N -2.1342 3.6846 11.4799
O -0.6269 5.1322 10.2346
H -1.8067 5.8045 13.0880
H -0.8648 6.6349 11.9677
H -2.1712 2.9201 10.8234
H -2.4144 3.6827 12.4563
N -3.7733 4.6078 15.9323
C -3.3777 3.5527 15.2444
N -4.0454 2.4605 15.3093
O -2.3976 3.6476 14.5195
H -4.5670 4.5480 16.6091
H -3.4465 5.5393 15.6676
H -4.9987 2.4725 15.6426
H -3.6342 1.6073 15.0346
N -5.1854 7.9388 18.7088
C -5.2857 6.9606 17.7648
N -4.7420 7.4618 16.5998
O -5.7987 5.8217 17.9410
H -5.2692 7.7851 19.7130
H -4.7498 8.7739 18.3461
H -4.0263 8.1380 16.7360
H -4.8649 7.0474 15.6872
N 3.2019 8.6861 17.2017
C 1.9310 9.2782 17.3425
N 1.8345 9.7799 18.6388
O 1.0097 9.2418 16.5793
H 3.3477 8.4181 16.2438
H 3.9494 9.2273 17.5869
H 0.9970 10.2697 19.0097
H 2.5967 9.4330 19.1906
O -1.8142 6.9824 18.4337
H -1.4162 7.7454 18.8462
H -1.7654 7.1533 17.4638
O 0.3926 8.8042 13.5182
H 0.7074 9.2069 14.3494
H 1.1370 8.8505 12.8806
O -1.6991 7.5943 15.5011
H -1.3834 8.3624 14.9563
H -1.0056 6.9496 15.4174

Record 3
52
Properties=species:S:1:pos:R:3 method="wB97M-V/def2-TZVPD" orbital_gap_ev=9.57 total_charge=-1 lumo_energy_ev=2.5224 e_tot_ha=-1403.721785
B -0.2035 0.1729 0.9184
F 0.0202 1.4381 1.4740
F -0.8299 -0.5933 1.8309
F -0.9871 0.3861 -0.1912
F 1.0567 -0.3298 0.5060
C 0.6999 -1.8304 5.3576
C 1.2567 -0.5515 4.8873
O 0.9397 0.5331 5.7367
H -0.3861 -1.7536 5.4091
H 1.1929 -2.1413 6.2787
H 1.0061 -2.5308 4.5805
H 0.9297 -0.3387 3.8695
H 2.3427 -0.4952 4.8135
H 0.2925 1.1499 5.3870
O -1.5199 -2.4811 -0.4681
H -2.3981 -2.4566 -0.8482
H -1.2807 -1.5610 -0.3571
O 0.4308 3.7857 -0.2084
H 0.6799 2.9162 0.1049
H 1.0963 4.0057 -0.8603
O -1.9214 3.5752 1.6412
H -2.2179 2.8102 1.1482
H -1.0485 3.7603 1.2948
O 2.5547 1.8627 0.8533
H 2.1750 2.7336 0.9706
H 1.8635 1.2605 1.1287
O -3.2633 0.0851 2.5902
H -3.6557 0.4807 1.8119
H -2.3589 -0.0984 2.3360
O -2.3040 2.0573 -2.0950
H -1.7527 1.4990 -2.6433
H -1.8020 2.1722 -1.2882
O -0.9043 1.9570 4.3703
H -1.7393 1.6844 3.9897
H -0.3579 2.1788 3.6163
C 2.6028 -0.7533 -3.7019
C 1.2017 -1.0790 -3.1451
C 0.2689 -1.9669 -4.0426
O 0.0133 -1.3433 -5.3343
C -1.0294 -2.0438 -6.0593
N 1.4926 -1.6857 -1.8585
H 2.3814 -0.3826 -4.7028
H 3.1329 -1.6881 -3.8840
H 3.1509 0.0081 -3.1470
H 0.7283 -0.1139 -2.9648
H -0.5860 -2.2959 -3.4519
H 0.8057 -2.8934 -4.2462
H -0.8947 -3.1221 -6.1445
H -1.1282 -1.5247 -7.0126
H -1.9055 -1.7705 -5.4712
H 1.6270 -0.9147 -1.2200
H 0.5322 -1.7732 -1.5582

Record 4
48
Properties=species:S:1:pos:R:3 method="wB97M-V/def2-TZVPD" orbital_gap_ev=9.49 lumo_energy_ev=-0.0952 e_tot_ha=-1054.196130
C -2.5472 -0.9394 -2.4754
C -1.3177 -1.4669 -1.7279
C -0.9019 -0.4778 -0.5931
C -0.3568 0.8076 -1.0808
O -0.8421 1.8292 -0.7345
N 0.9416 0.8630 -1.7803
C 1.1326 0.4218 -3.2073
C 1.5755 2.2156 -1.5653
H -3.3280 -0.6035 -1.7461
H -2.1919 -0.2327 -3.0798
H -2.9860 -1.7316 -3.0966
H -0.4067 -1.4389 -2.3747
H -1.3912 -2.4437 -1.4370
H -1.8857 -0.4325 0.0417
H -0.0469 -0.8610 0.1323
H 2.2164 0.5223 -3.5567
H 1.2690 -0.7120 -3.0457
H 0.4540 0.8475 -3.9969
H 1.3724 2.2988 -0.3745
H 2.6372 2.2020 -1.4327
H 1.1986 3.1000 -2.0675
O 1.9763 -2.6800 2.0737
H 1.9107 -1.7482 1.9659
H 1.3251 -3.0806 1.5363
O -2.6666 2.7719 1.5116
H -1.8785 3.2782 1.5912
H -2.2436 2.2003 0.8524
O 3.9926 -3.0083 0.1599
H 3.5742 -3.1441 0.9127
H 4.3230 -2.1633 0.2329
O 0.7804 -2.5050 4.6769
H 0.4396 -1.7855 5.0766
H 0.2218 -2.5445 3.8700
O 0.4352 0.8484 2.3933
H -0.5004 0.8913 2.7386
H 0.9424 1.5195 2.5301
O -0.9386 4.4114 -0.9728
H -0.6801 3.6943 -0.3337
H -1.9011 4.3326 -0.8173
O 2.0286 -5.1068 -0.3599
H 1.3329 -4.7303 -0.8630
H 2.8861 -4.7366 -0.7267
O -2.6825 -1.5083 1.8276
H -2.4026 -0.9644 2.5985
H -3.4611 -1.8439 2.3436
O -0.6094 4.3456 1.7054
H -0.9721 5.2377 1.5097
H 0.1729 4.2509 1.1653

Record 5
47
Properties=species:S:1:pos:R:3 method="wB97M-V/def2-TZVPD" s2=3.82 orbital_gap_ev="5.56 / 7.25" total_charge=+1 lumo_energy_ev="-6.8820 / -5.1916" multiplicity=4 e_tot_ha=-1792.865398
Cr -0.8534 1.6569 1.0119
B -1.1570 0.9016 2.9740
H -0.0021 0.9962 2.7184
H -1.6985 0.4135 2.0316
H -1.4696 0.3955 3.9900
H -1.6176 1.9923 2.7922
B 0.5902 0.2215 0.2459
H 0.1469 0.4802 -0.8356
H 1.5433 -0.4633 0.1124
H 0.9507 1.2511 0.7346
H -0.2353 -0.3275 0.8889
C 0.1070 -3.3921 -0.7614
O 0.5979 -2.4021 -1.6622
H 0.4374 -3.1771 0.2574
H -0.9843 -3.4567 -0.8193
H 0.5152 -4.3575 -1.0548
H 0.6898 -1.5856 -1.1670
C 1.9922 -1.5878 3.7271
O 1.1194 -0.7610 4.4954
H 2.9183 -1.6836 4.2889
H 1.5412 -2.5662 3.5632
H 2.2872 -1.1142 2.7842
H 0.2902 -0.6769 4.0198
C 0.6384 3.1194 -1.3798
O -0.6745 2.7742 -0.8849
H 0.9362 4.1140 -1.0376
H 1.3857 2.3861 -1.1096
H 0.6374 3.2350 -2.4656
H -1.2524 3.4610 -1.2360
C -2.7799 1.3945 -3.4261
O -1.6575 0.6857 -2.8545
H -3.1056 2.1651 -2.7329
H -2.4799 1.8229 -4.3816
H -3.5847 0.6929 -3.6483
H -1.1108 0.3902 -3.5885
C 3.8131 -0.7785 -1.2636
O 3.9027 -1.0607 0.1370
H 3.9662 -1.6510 -1.8884
H 2.8720 -0.2681 -1.4873
H 4.5618 -0.0200 -1.5255
H 3.2490 -0.4670 0.5146
C -2.9839 -0.6809 0.2126
O -2.2733 0.5013 -0.1896
H -2.9566 -0.7608 1.2963
H -4.0414 -0.6893 -0.0518
H -2.5160 -1.5853 -0.1785
H -2.2550 0.4621 -1.1661

Record 6
60
Properties=species:S:1:pos:R:3 method="wB97M-V/def2-TZVPD" orbital_gap_ev=9.90 lumo_energy_ev=0.1323 e_tot_ha=-1657.496244
N -3.8659 -0.8021 0.4942
C -4.1519 -2.1545 0.0680
N -3.3839 -2.6204 -1.0400
O -5.0268 -2.8561 0.5753
H -3.1385 -0.3593 -0.0637
H -4.4065 -0.1790 1.0670
H -2.5765 -2.1599 -1.4219
H -3.4789 -3.5506 -1.4335
N -0.1902 -3.2916 -1.0377
C 0.0101 -3.3509 -2.4765
N 0.0798 -2.0590 -3.1570
O 0.1384 -4.3951 -3.1271
H -0.4450 -4.0431 -0.3952
H -0.6633 -2.4319 -0.7749
H 0.2484 -1.1999 -2.6150
H 0.5955 -1.9413 -4.0166
N 1.1157 3.7233 1.9953
C 2.4252 3.6685 1.4699
N 3.3464 4.7099 1.9484
O 2.8391 2.8148 0.6681
H 0.3726 3.1186 1.6435
H 0.8611 4.5603 2.5160
H 3.0385 5.3395 2.6714
H 4.3607 4.6571 1.9072
N 0.7227 -2.4922 2.9704
C 2.0044 -2.9149 3.5039
N 2.1244 -4.2699 3.7314
O 2.9430 -2.1435 3.7405
H -0.0647 -3.0877 3.2021
H 0.4386 -1.5928 3.3083
H 2.9790 -4.6432 4.1050
H 1.2865 -4.8294 3.6324
N 0.0729 1.4079 -5.8885
C -0.1217 1.7648 -4.5590
N -1.2058 1.0980 -3.9592
O 0.3937 2.6832 -3.9297
H 0.7554 1.8542 -6.4683
H -0.2907 0.5777 -6.3249
H -1.6590 1.4282 -3.0876
H -1.6398 0.4141 -4.5960
N -0.1613 0.5205 1.3125
C -0.0918 0.3716 -0.1403
N 1.1570 0.8484 -0.7047
O -0.9895 -0.0632 -0.8346
H -0.9004 -0.0344 1.7587
H 0.7340 0.2581 1.7351
H 1.2033 1.0009 -1.7055
H 1.6800 1.5634 -0.1605
O 3.3146 3.4273 -2.3340
H 3.5885 2.7264 -1.7225
H 3.2336 3.0324 -3.2024
O -3.3561 2.2931 1.1030
H -4.1796 2.5872 0.6942
H -2.6790 2.5390 0.4776
O -2.0424 -1.0423 3.2103
H -2.8296 -0.9548 2.6262
H -1.9347 -0.1592 3.6049
O 2.1062 0.3640 3.1797
H 2.3893 -0.5380 3.3650
H 2.9145 0.8079 2.8913